[1]
Here is a molecular structure, C27H31CrF5N5S2Si in a non-equilibrium geometry from OMol25. Energies are from wB97M-V/def2-TZVPD.

* maximum force: 2.8 eV/Å
* ΔE to the lowest compared entry with this formula, charge and spin: 0.0 kJ/mol
* Kohn-Sham gap (spin up / spin down): 7.08 / 7.49 eV
* electronic energy: -107508.3089 eV

Structure (ORCA input):
```
! RIJCOSX wB97M-V def2-TZVPD def2/J DEFGRID3
* xyz 0 4
Cr -0.76101 0.78320 -0.47980
C 4.61324 0.88277 1.42442
Si 3.81492 0.85552 3.09501
C 4.36798 -0.61737 4.06614
C 4.27938 2.33905 4.07691
C 1.94193 0.87932 2.88747
C 1.22013 0.78888 4.09820
C -0.15445 0.55860 4.08024
C -0.84159 0.45553 2.85998
N -0.19578 0.65170 1.72461
C 1.14980 0.78173 1.68135
S 1.67736 0.93377 0.06305
H 5.67638 1.11641 1.51196
H 4.07184 1.62025 0.80367
H 4.44519 -0.07068 0.94779
H 5.45262 -0.62864 3.96608
H 3.96672 -1.56304 3.66567
H 4.13725 -0.57681 5.14018
H 5.33365 2.60766 3.95230
H 4.02576 2.16023 5.14941
H 3.68750 3.19454 3.74662
H 1.72733 0.76560 5.07150
H -0.71657 0.44750 5.04348
H -1.90368 0.20226 2.75658
C 2.18524 -3.63708 -0.61697
N 0.83326 -3.36615 -0.09937
C 0.82241 -3.37518 1.36927
C 0.17431 -2.26017 -0.74612
C -1.31821 -2.15774 -0.39072
C -2.04801 -3.33134 -0.29884
C -3.44573 -3.26327 -0.15752
C -4.06982 -2.03481 0.04704
C -3.28369 -0.87446 0.06277
C -1.92790 -0.90155 -0.23293
H 2.66112 -4.51210 -0.12006
H 2.85836 -2.76562 -0.44392
H 2.07450 -3.88534 -1.67974
H 1.15959 -4.33611 1.72174
H -0.18869 -3.23778 1.79409
H 1.52406 -2.58712 1.75770
H 0.18125 -2.43357 -1.85829
H 0.73240 -1.32932 -0.50394
H -1.46705 -4.25744 -0.39380
H -4.03362 -4.19276 -0.11433
H -5.16040 -1.93420 0.21215
H -3.74227 0.08746 0.29738
F -3.61181 1.44012 -1.75371
C -3.08983 2.51594 -1.07104
C -1.89019 2.45520 -0.41040
C -1.61083 3.54771 0.40852
F -0.47977 3.63203 1.19455
C -2.47388 4.64113 0.52070
F -2.26303 5.59607 1.46366
C -3.55598 4.74590 -0.31492
F -4.37278 5.82857 -0.25043
C -3.92997 3.63817 -1.05760
F -5.06342 3.70402 -1.79791
C -2.04674 -2.19167 -5.42294
C -0.77522 -1.36447 -5.63095
C -0.62008 -0.19678 -4.69622
N -0.44692 -0.36933 -3.41631
N -0.32701 0.80753 -2.67876
C -0.36926 1.86378 -3.49791
N -0.11492 3.14299 -3.12965
S -0.68634 1.48672 -5.19516
H -1.97556 -3.08167 -6.05911
H -2.97628 -1.67924 -5.61390
H -2.05079 -2.53430 -4.37346
H -0.71458 -0.94743 -6.65266
H 0.11909 -2.00819 -5.51644
H 0.11864 3.47879 -2.16953
H -0.32958 3.86604 -3.81688
*
```

---

[2]
Here is a molecular structure, C27H31F9N4O5PtS3 in a non-equilibrium geometry from OMol25. Energies are from wB97M-V/def2-TZVPD.

* maximum force: 1.7 eV/Å
* ΔE to the lowest compared entry with this formula, charge and spin: 0.0 kJ/mol
* Kohn-Sham gap: 5.36 eV
* electronic energy: -104896.7354 eV

Structure (ORCA input):
```
! RIJCOSX wB97M-V def2-TZVPD def2/J DEFGRID3
* xyz 2 1
Pt 0.58631 0.86377 1.13948
C -0.94282 2.12163 3.31968
C -0.70706 0.67365 3.69320
N -0.60485 -0.15903 2.46255
C -1.87395 -0.60476 1.81939
C -2.54968 0.47122 0.98884
S -1.34196 1.38183 -0.05100
C -1.56587 3.12132 0.49276
C -0.40474 3.60067 1.35177
N 0.04935 2.52745 2.27535
H -0.82541 2.76265 4.19354
H -1.94354 2.28674 2.93056
H -1.48701 0.29533 4.35477
H 0.24813 0.58591 4.21180
H -0.08369 -1.01828 2.66579
H -2.55802 -0.97871 2.58328
H -1.60583 -1.43858 1.17564
H -3.11699 1.19028 1.57492
H -3.24589 -0.00847 0.30104
H -2.53926 3.19533 0.97509
H -1.60604 3.71639 -0.41889
H -0.67903 4.48930 1.92393
H 0.44240 3.83966 0.71313
H 0.90095 2.84561 2.74403
F 3.28492 4.00896 -0.35819
C 2.95928 3.35416 -1.47804
F 1.96590 4.03635 -2.05716
F 4.01387 3.34979 -2.27325
C 2.45971 1.90421 -1.14282
O 1.60306 2.09482 -0.07210
C 1.74592 1.34597 -2.42330
F 1.77459 0.01231 -2.46038
F 0.45939 1.72829 -2.41730
F 2.31089 1.79090 -3.53577
C 3.66791 0.99277 -0.79664
F 3.22696 -0.14508 -0.22251
F 4.37316 0.67268 -1.86701
F 4.46903 1.59007 0.08919
S 4.14842 -0.40875 3.74874
C 2.76523 -0.47858 2.79318
N 2.30218 0.67315 2.35676
C 3.13046 1.74007 2.76319
C 3.02437 3.09920 2.44913
C 3.93849 3.97801 2.99034
C 4.96811 3.53828 3.83133
C 5.10777 2.20053 4.12141
C 4.18112 1.31179 3.57766
H 2.30225 -1.41794 2.53594
H 2.32510 3.45558 1.70969
H 3.87776 5.02621 2.73018
H 5.67181 4.25210 4.23598
H 5.91527 1.84360 4.74636
C -6.63058 -2.74472 -3.34443
C -5.21639 -3.24705 -3.25991
C -4.74566 -3.89004 -2.12070
C -3.44207 -4.36812 -2.05292
C -2.60343 -4.20231 -3.14218
C -3.05435 -3.56773 -4.29578
C -4.34999 -3.09198 -4.34554
S -0.95879 -4.84713 -3.10075
O -0.75355 -5.36424 -1.77772
O -0.72931 -5.62931 -4.27060
N 0.01969 -3.53843 -3.26026
C -0.00633 -2.46192 -2.28997
C 0.69188 -2.88028 -0.99524
C 0.74920 -1.83981 0.08655
O 1.09673 -2.12379 1.21878
O 0.32888 -0.62684 -0.24364
H -7.18319 -2.95230 -2.42976
H -7.15822 -3.21897 -4.17262
H -6.65284 -1.66863 -3.52438
H -5.41558 -4.04831 -1.28394
H -3.08181 -4.89252 -1.17800
H -2.40432 -3.47672 -5.15737
H -4.70914 -2.61409 -5.24902
H 0.25971 -3.33342 -4.21785
H -1.03757 -2.14173 -2.08718
H 0.50909 -1.61222 -2.72674
H 1.72970 -3.15767 -1.20482
H 0.22982 -3.77005 -0.56924
*
```

---

[3]
Here is a molecular structure, C27H31Ge2NOS2Tc from OMol25. Energies are from wB97M-V/def2-TZVPD.

* maximum force: 0.6 eV/Å
* Kohn-Sham gap (spin up / spin down): 6.35 / 6.44 eV
* electronic energy: -168912.5505 eV

Structure (ORCA input):
```
! RIJCOSX wB97M-V def2-TZVPD def2/J DEFGRID3
* xyz 3 3
Tc 0.05518 0.12342 -0.39885
S 1.72221 0.84549 1.10512
C 1.37538 2.36071 0.27510
C 1.96574 3.59958 0.41207
C 1.47661 4.62985 -0.37380
C 0.43047 4.40557 -1.27389
C -0.11473 3.15302 -1.35962
N 0.35953 2.14570 -0.59002
H 2.77553 3.74564 1.11437
H 1.90472 5.62098 -0.28454
H 0.04722 5.20106 -1.89775
H -0.93758 2.92892 -2.02422
C -3.74485 -0.51197 -2.95659
Ge -4.59100 -1.77131 -1.80021
C -6.26708 -1.42369 -0.98282
C -3.70865 -3.43994 -1.57886
Ge -1.66473 0.59609 1.20960
C -1.95983 -0.47682 2.76444
C -2.86653 -1.53463 2.70080
C -3.13626 -2.28258 3.83875
C -2.50018 -1.97202 5.03548
C -1.59553 -0.91899 5.09869
C -1.31417 -0.17223 3.96208
C -2.73051 2.16818 1.12337
C -2.63106 3.10723 2.15379
C -3.39445 4.26485 2.09746
C -4.26305 4.47476 1.03258
C -4.36771 3.53808 0.01008
C -3.59001 2.39068 0.04498
H -3.61351 -0.99482 -3.92916
H -2.75567 -0.24186 -2.57425
H -4.35115 0.38270 -3.07643
H -7.01856 -1.99881 -1.53593
H -6.51180 -0.36582 -1.03474
H -6.26284 -1.77565 0.04895
H -4.25119 -4.17578 -2.18271
H -3.74496 -3.76837 -0.54017
H -2.68533 -3.36718 -1.93952
H -3.37580 -1.77688 1.77206
H -3.84505 -3.09978 3.80011
H -2.71818 -2.54933 5.92469
H -1.11067 -0.67626 6.03576
H -0.59892 0.64121 4.02214
H -1.97875 2.94052 3.00448
H -3.31853 4.99900 2.88885
H -4.86675 5.37268 1.00049
H -5.04545 3.71363 -0.81522
H -3.66301 1.67031 -0.76506
C 0.57487 -4.40197 -0.54156
S 0.05667 -3.08489 0.54150
O -0.04452 -1.87678 -0.48461
C 1.46715 -2.80310 1.53913
C 2.74154 -2.66633 0.98465
C 3.80819 -2.46594 1.83949
C 3.59773 -2.40729 3.21849
C 2.32167 -2.53000 3.75137
C 1.23663 -2.73135 2.90909
H 1.65784 -4.44568 -0.61345
H 0.12449 -4.21836 -1.51583
H 0.18493 -5.32580 -0.11309
H 2.90488 -2.71090 -0.08601
H 4.80765 -2.36887 1.43587
H 4.44319 -2.27402 3.88115
H 2.17064 -2.48409 4.82258
H 0.23691 -2.85016 3.30960
*
```